Molecular formula: C50H52F5O13PS
Method: DFT, ωB97M-V/def2-TZVPD

Computed properties:
SMILES: CCOCCOCc1c(C(F)(F)c2cccc(C(F)(F)F)c2)ccc2c1C(=O)c1c([PH2]=S)c(COc3ccccc3)cc(CCOC(C)=O)c1C2=O.O=C1CCCO1.O=C1CCCO1.O=C1CCCO1
Total energy: -113023.0957 eV
F_max: 1.3 eV/Å

CARTESIAN COORDINATES (ANGSTROEM)
1 C 4.82826 -3.12843 1.32049
2 C 5.19194 -2.61457 -0.05453
3 O 4.00284 -2.17146 -0.70746
4 C 3.88073 -0.76338 -0.79541
5 C 2.39964 -0.40273 -0.87439
6 O 2.18510 0.56198 -1.89934
7 C 1.55010 1.75737 -1.47596
8 C 0.71936 2.26444 -2.62798
9 C 1.25920 3.03678 -3.66547
10 C 2.69496 3.52473 -3.63683
11 F 3.53492 2.50232 -3.29633
12 F 3.06570 3.88225 -4.91600
13 C 2.95713 4.71937 -2.74183
14 C 4.09107 5.48825 -2.99154
15 C 4.40129 6.57608 -2.18633
16 C 3.57506 6.90941 -1.12331
17 C 2.43210 6.15430 -0.88553
18 C 1.55695 6.52730 0.27513
19 F 1.16020 7.81770 0.20718
20 F 2.22072 6.39580 1.44568
21 F 0.45016 5.77114 0.35380
22 C 2.12037 5.06653 -1.68801
23 C 0.48136 3.38882 -4.76590
24 C -0.84889 3.00553 -4.85370
25 C -1.40837 2.27789 -3.81610
26 C -0.63595 1.92333 -2.70673
27 C -1.35601 1.14972 -1.65984
28 O -0.89532 0.20361 -1.06611
29 C -2.77715 1.57163 -1.42962
30 C -3.32777 1.62023 -0.14396
31 P -2.20388 1.32598 1.25298
32 S -0.69658 2.57517 1.33770
33 C -4.68105 1.95700 -0.01506
34 C -5.43566 2.07431 1.28889
35 O -5.81962 3.44097 1.47487
36 C -7.10485 3.61863 1.94345
37 C -8.11310 3.97958 1.06321
38 C -9.39875 4.18531 1.54591
39 C -9.67121 4.03107 2.89797
40 C -8.65564 3.67171 3.77541
41 C -7.36962 3.47015 3.29768
42 C -5.42976 2.24210 -1.15493
43 C -4.89488 2.21872 -2.43506
44 C -5.77650 2.57171 -3.60280
45 C -6.99158 1.64045 -3.79078
46 O -6.89423 0.50262 -2.92514
47 C -7.79593 -0.49208 -3.18237
48 C -8.52352 -0.95838 -1.95679
49 O -7.96572 -0.93912 -4.27951
50 C -3.54099 1.88317 -2.55543
51 C -2.82707 1.82934 -3.86796
52 O -3.32892 1.42396 -4.89023
53 H 3.97461 -3.79669 1.23043
54 H 4.60751 -2.31248 2.00464
55 H 5.65128 -3.69484 1.75468
56 H 5.61232 -3.42491 -0.65287
57 H 5.94971 -1.83170 -0.00751
58 H 4.35356 -0.40081 -1.71268
59 H 4.35289 -0.26782 0.05564
60 H 2.04078 -0.03174 0.08445
61 H 1.85809 -1.30672 -1.15501
62 H 0.90883 1.56516 -0.62121
63 H 2.30440 2.48551 -1.16668
64 H 4.73121 5.22726 -3.82106
65 H 5.28406 7.15912 -2.40314
66 H 3.80607 7.74778 -0.48167
67 H 1.22373 4.50052 -1.47620
68 H 0.90373 3.96554 -5.57368
69 H -1.45206 3.25998 -5.71291
70 H -2.97640 1.45959 2.40251
71 H -1.83289 -0.01727 1.18172
72 H -4.83117 1.78589 2.14105
73 H -6.32494 1.44661 1.23096
74 H -7.88060 4.10104 0.01465
75 H -10.18943 4.48426 0.87241
76 H -10.67088 4.20837 3.26693
77 H -8.87553 3.57540 4.82852
78 H -6.55742 3.21366 3.96377
79 H -6.47318 2.49479 -1.02319
80 H -6.15497 3.57913 -3.41999
81 H -5.21900 2.61650 -4.52832
82 H -7.92004 2.17035 -3.57482
83 H -7.02896 1.30298 -4.82347
84 H -8.05194 -0.58741 -1.05188
85 H -9.54700 -0.59134 -2.00051
86 H -8.54312 -2.04423 -1.93782
87 O 4.02037 -7.31849 -0.03958
88 C 3.37269 -6.62242 -0.76945
89 O 3.41440 -5.27631 -0.71355
90 C 2.49393 -4.69136 -1.66102
91 C 2.26613 -5.78909 -2.69436
92 C 2.39977 -7.05616 -1.84930
93 H 1.56781 -4.42612 -1.14593
94 H 2.94649 -3.78977 -2.05639
95 H 1.31189 -5.69029 -3.20759
96 H 3.05748 -5.76436 -3.44442
97 H 1.46212 -7.35384 -1.37671
98 H 2.80805 -7.89876 -2.40002
99 O 6.34469 -2.05042 3.80737
100 C 6.67937 -2.91050 4.56517
101 O 7.52252 -3.90804 4.20002
102 C 7.65229 -4.86511 5.26428
103 C 7.26699 -4.11057 6.53263
104 C 6.23504 -3.11780 5.99946
105 H 6.97741 -5.69858 5.05872
106 H 8.67544 -5.23303 5.27212
107 H 6.89633 -4.76421 7.31920
108 H 8.13320 -3.57208 6.92000
109 H 5.22601 -3.53567 5.98233
110 H 6.22315 -2.17041 6.53020
111 O 3.68749 -3.83796 5.36253
112 C 3.29946 -4.60959 4.53402
113 O 4.09432 -5.56256 4.00628
114 C 3.40324 -6.28418 2.96483
115 C 1.92239 -6.08261 3.26267
116 C 1.92228 -4.69065 3.89787
117 H 3.69344 -5.86234 2.00375
118 H 3.72080 -7.32230 2.99689
119 H 1.29652 -6.17297 2.37680
120 H 1.58402 -6.82039 3.99178
121 H 1.84701 -3.89543 3.15411
122 H 1.15161 -4.55541 4.65144



Molecular formula: C50H52N7O13
Method: DFT, ωB97M-V/def2-TZVPD

Computed properties:
Total energy: -89717.4697 eV
Total charge: -1
F_max: 4.5 eV/Å

CARTESIAN COORDINATES (ANGSTROEM)
1 C -6.15794 -1.38639 -1.88515
2 C -5.57613 -2.79710 -2.37621
3 C -5.30268 -3.68629 -1.06267
4 C -4.36047 -2.72400 -3.41245
5 C -3.21448 -1.65092 -3.08946
6 C -3.58567 -0.13651 -3.57864
7 C -2.65665 -1.67672 -1.58223
8 O -1.73764 -2.80902 -1.48656
9 N -2.16382 -3.62212 -0.44704
10 C -1.20479 -3.58250 0.68604
11 C -1.47442 -2.38310 1.71641
12 C -2.46447 -2.59622 2.89877
13 C -2.66359 -1.42606 3.90240
14 C -1.94447 -0.05760 3.79831
15 C -0.99530 0.13175 2.57187
16 C -0.75129 -1.00364 1.54139
17 H -7.19348 -1.59948 -1.41691
18 H -6.39049 -0.77322 -2.84002
19 H -5.46823 -0.80205 -1.19382
20 H -6.44555 -3.32658 -2.93024
21 H -4.93021 -3.09258 -0.15993
22 H -6.28830 -4.20248 -0.70590
23 H -4.55919 -4.52906 -1.27908
24 H -3.88083 -3.76963 -3.49740
25 H -4.80653 -2.45194 -4.43994
26 H -2.31133 -1.94339 -3.75306
27 H -4.53665 -0.14077 -4.22130
28 H -2.75777 0.33797 -4.20054
29 H -3.84774 0.49076 -2.64418
30 H -1.99509 -0.72928 -1.45747
31 H -3.45432 -1.65495 -0.77352
32 H -1.27022 -4.59079 1.21967
33 H -0.15283 -3.39518 0.22798
34 H -3.02539 -3.58667 3.02836
35 H -3.38388 -1.59030 4.78733
36 H -2.09915 0.76637 4.56949
37 H -0.43173 1.12044 2.38729
38 H -0.05241 -0.87872 0.63545
39 C 5.12526 2.02813 0.85409
40 C 4.77521 1.96451 2.20091
41 C 3.46664 2.22426 2.59401
42 C 2.51354 2.54321 1.62819
43 C 2.85833 2.61578 0.28102
44 C 4.17015 2.35715 -0.10329
45 N 1.12896 2.79327 2.03343
46 O 0.86594 2.73961 3.23167
47 O 0.31310 3.03769 1.15601
48 H 6.14956 1.81882 0.54679
49 H 5.52296 1.70911 2.94324
50 H 3.20705 2.17127 3.64545
51 H 2.12324 2.86781 -0.47512
52 H 4.44845 2.40766 -1.14904
53 C -6.75210 -10.01540 0.51759
54 C -6.59448 -8.95418 1.40382
55 C -7.14725 -7.71274 1.10910
56 C -7.86087 -7.54683 -0.07612
57 C -8.01590 -8.60298 -0.97127
58 C -7.45732 -9.84015 -0.66955
59 N -8.46546 -6.24856 -0.37842
60 O -8.29275 -5.33963 0.42188
61 O -9.11223 -6.14615 -1.41126
62 H -6.32370 -10.98486 0.75366
63 H -6.04241 -9.09595 2.32684
64 H -7.01718 -6.89369 1.80776
65 H -8.56560 -8.47998 -1.89788
66 H -7.57443 -10.67021 -1.35817
67 C -11.24965 -4.56642 0.58848
68 C -11.62627 -4.62629 1.92726
69 C -12.93582 -4.33775 2.29676
70 C -13.86307 -3.99397 1.31445
71 C -13.49072 -3.92478 -0.02684
72 C -12.17817 -4.21233 -0.38635
73 N -15.24911 -3.71388 1.69548
74 O -15.53580 -3.76583 2.88363
75 O -16.04321 -3.44776 0.80424
76 H -10.22672 -4.79807 0.30301
77 H -10.89804 -4.90132 2.68318
78 H -13.21619 -4.38811 3.34300
79 H -14.20499 -3.65335 -0.79633
80 H -11.87826 -4.16445 -1.42782
81 C 10.07021 6.88041 0.59176
82 C 9.95279 5.96687 -0.45163
83 C 9.31263 4.74994 -0.24331
84 C 8.78906 4.46000 1.01536
85 C 8.90985 5.36707 2.06605
86 C 9.55420 6.58050 1.84908
87 N 8.09249 3.19097 1.23271
88 O 8.02255 2.41074 0.29186
89 O 7.61789 2.98418 2.33871
90 H 10.56530 7.83088 0.42411
91 H 10.35835 6.20543 -1.42927
92 H 9.22752 4.04673 -1.06440
93 H 8.50927 5.14657 3.04941
94 H 9.65138 7.29530 2.65948
95 C 1.20675 5.20891 -5.72412
96 C 0.96280 5.64266 -4.42451
97 C 1.87788 5.36604 -3.41462
98 C 3.03810 4.65679 -3.71948
99 C 3.28465 4.21316 -5.01698
100 C 2.36254 4.49204 -6.01989
101 N 4.01630 4.38480 -2.66415
102 O 3.75715 4.77261 -1.53458
103 O 5.03913 3.78760 -2.97361
104 H 0.49258 5.43149 -6.51114
105 H 0.05949 6.19960 -4.19934
106 H 1.67609 5.70944 -2.40598
107 H 4.18269 3.65642 -5.26084
108 H 2.54598 4.15379 -7.03417
109 C 15.33462 3.51330 2.74169
110 C 15.50553 4.58270 3.61596
111 C 14.92988 5.81570 3.32923
112 C 14.18010 5.96510 2.16412
113 C 14.01148 4.90065 1.28102
114 C 14.59317 3.67201 1.57462
115 N 13.55073 7.25405 1.87006
116 O 13.73420 8.17125 2.65724
117 O 12.87332 7.33810 0.85586
118 H 15.78087 2.55053 2.97171
119 H 16.08571 4.45363 4.52356
120 H 15.07032 6.64090 4.01844
121 H 13.43329 5.01060 0.37003
122 H 14.46563 2.83581 0.89545